(1)
Density functional theory data (ωB97M-V with the def2-TZVPD basis set) for a 7-piece molecular cluster, C22H32Br10 overall in a non-equilibrium geometry.

Structure (ORCA input):
```
! RIJCOSX wB97M-V def2-TZVPD def2/J DEFGRID3
* xyz 1 2
Br 13.7623 -5.0202 21.7196
C 14.5681 -3.4256 20.8201
C 15.8648 -3.7281 20.0079
Br 16.3688 -2.1911 18.7768
H 14.7954 -2.7046 21.6054
H 13.7479 -3.0700 20.1965
H 15.6550 -4.5771 19.3573
H 16.8112 -3.9300 20.5096
Br 8.3640 -4.0570 19.4768
C 9.1990 -3.4337 21.1925
C 10.5477 -2.6856 20.8025
Br 11.5357 -2.1216 22.4309
H 9.3040 -4.2605 21.8950
H 8.5629 -2.6088 21.5134
H 10.5375 -1.8387 20.1164
H 11.2762 -3.3968 20.4132
Br 18.7846 -3.3408 22.3346
C 19.3848 -3.3483 24.1670
C 19.5415 -1.8344 24.5992
Br 20.4374 -2.1472 26.3435
H 20.3477 -3.8589 24.1601
H 18.7029 -3.8954 24.8181
H 18.6036 -1.2878 24.6969
H 20.3137 -1.4332 23.9427
Br 17.6383 -4.8151 15.6768
C 19.3224 -5.1062 16.6389
C 19.2924 -4.3463 17.9168
Br 20.8024 -4.8407 19.1756
H 20.1285 -4.6582 16.0579
H 19.5251 -6.1319 16.9471
H 18.3847 -4.7058 18.4016
H 19.1989 -3.2608 17.8831
Br 15.6063 -1.3949 23.8995
C 15.4326 -3.0393 24.9761
C 14.1426 -3.0323 25.7704
Br 13.8138 -4.6935 26.8688
H 16.2547 -2.9270 25.6830
H 15.3253 -3.8776 24.2877
H 13.2670 -2.7950 25.1661
H 14.2092 -2.2192 26.4933
C 11.8275 -5.2995 16.2884
C 13.0690 -5.5310 15.6947
C 14.0671 -4.5596 15.7568
C 13.7914 -3.4083 16.4721
C 12.5249 -3.1361 17.0996
C 11.6014 -4.1045 16.9386
H 11.0036 -5.9977 16.2768
H 13.1948 -6.5264 15.2950
H 15.0530 -4.8856 15.4596
H 14.6740 -2.8054 16.6268
H 12.2361 -2.2182 17.5899
H 10.5783 -3.9772 17.2600
C 19.3559 1.1037 22.4499
C 18.6467 0.4209 21.4403
C 19.2930 -0.2160 20.3886
C 20.6689 -0.2742 20.3177
C 21.3978 0.3702 21.3102
C 20.7285 1.0551 22.3912
H 18.8553 1.4893 23.3258
H 17.5702 0.4400 21.3562
H 18.7806 -0.6667 19.5516
H 21.1092 -0.9864 19.6357
H 22.4752 0.3117 21.3564
H 21.2513 1.4258 23.2605
*
```

The HOMO energy (alpha / beta) is -10.8 / -10.8 eV. The largest force on an atom comes out at 3.153 eV/Å. Its LUMO energy (alpha / beta) is -4.33 / -8.52 eV.


(2)
Density functional theory data (ωB97M-V with the def2-TZVPD basis set) for C31H30BrCaN3S as an isolated structure in a non-equilibrium geometry.

Structure (ORCA input):
```
! RIJCOSX wB97M-V def2-TZVPD def2/J DEFGRID3
* xyz 0 1
Ca -0.1317 0.2348 -0.1724
C -0.4589 -2.9445 2.1965
C -1.0926 -1.8358 2.9884
C -2.1949 -2.1221 3.7856
C -2.7907 -1.1467 4.5606
C -2.2844 0.1406 4.5516
C -1.1920 0.4693 3.7676
C -0.6574 1.8702 3.7551
C -0.5972 -0.5287 2.9794
N 0.4582 -0.1756 2.1323
C 1.6684 -0.1022 2.5211
C 2.1341 -0.4983 3.8927
C 2.6761 0.3410 1.5417
C 4.0298 0.7754 2.0331
N 2.3254 0.3620 0.3177
C 3.2082 0.6537 -0.7227
C 3.1151 1.8748 -1.3990
C 2.0933 2.8941 -0.9830
C 3.9685 2.1183 -2.4667
C 4.8796 1.1617 -2.8787
C 4.9536 -0.0490 -2.2133
C 4.1242 -0.3247 -1.1364
C 4.1602 -1.6641 -0.4614
H -1.2345 -3.5012 1.6722
H 0.0445 -3.6369 2.8719
H 0.2629 -2.5750 1.4668
H -2.5911 -3.1271 3.7804
H -3.6458 -1.3867 5.1728
H -2.7351 0.8992 5.1729
H -1.2929 2.5204 4.3513
H -0.6303 2.2487 2.7317
H 0.3510 1.9081 4.1701
H 1.2841 -0.7798 4.5109
H 2.6729 0.3080 4.3845
H 2.8053 -1.3533 3.8076
H 3.9219 1.6237 2.7080
H 4.6529 1.0818 1.1935
H 4.5327 -0.0197 2.5793
H 1.9225 2.8646 0.0956
H 1.1463 2.6691 -1.4873
H 2.4052 3.9002 -1.2654
H 3.9114 3.0636 -2.9902
H 5.5260 1.3541 -3.7236
H 5.6516 -0.8050 -2.5434
H 4.8204 -2.3350 -1.0036
H 3.1586 -2.0972 -0.4586
H 4.5061 -1.5965 0.5711
Br -2.3385 -1.6784 -0.4301
C -3.6909 -0.3198 -0.1523
C -4.9784 -0.7865 -0.1904
C -6.0551 0.0968 -0.0388
C -5.8033 1.4223 0.1628
C -4.4819 1.9073 0.2308
C -4.2579 3.2743 0.4835
C -2.9859 3.7550 0.5769
C -1.8939 2.8899 0.3879
C -2.0191 1.5396 0.1141
C -3.3543 1.0387 0.0632
H -5.1692 -1.8399 -0.3366
H -7.0642 -0.2896 -0.0765
H -6.6107 2.1362 0.2597
H -5.1089 3.9284 0.6107
H -2.8240 4.8033 0.7956
H -0.9006 3.3316 0.4589
S 2.3120 -2.1779 -3.4186
C 1.3061 -1.2189 -2.6488
N 0.5820 -0.4997 -2.0683
*
```

For the energy relative to the best compared isomer or geometry (same formula, charge and spin), the calculation gives 71.6 kJ/mol. The HOMO energy is -7.6 eV. The largest force on an atom comes out at 1.496 eV/Å. Its LUMO energy is -1.00 eV.


(3)
Density functional theory data (ωB97M-V with the def2-TZVPD basis set) for one molecule with the formula C6H9I2NO3 in a non-equilibrium geometry.

Structure (ORCA input):
```
! RIJCOSX wB97M-V def2-TZVPD def2/J DEFGRID3
* xyz 0 1
C 1.1113 -2.2726 -0.9782
C 2.9557 -2.9660 -2.2325
C 0.4516 0.5587 -0.1748
C -0.3293 -1.4082 1.3605
C 1.7899 -0.2123 1.9289
C 0.8197 -0.6503 0.7441
N 1.9543 -3.3317 -1.3820
O 0.0141 -2.2288 -1.4839
O 1.8608 -3.4851 -2.8115
O 1.6781 -1.5395 -0.0653
I 2.9498 1.3521 -4.0144
I 3.4839 -0.9796 -2.6796
H -0.1064 1.3703 0.2540
H 1.5269 0.8973 -0.2160
H 0.1321 0.2277 -1.1859
H 0.0696 -2.1773 2.0975
H -0.9202 -1.8646 0.6121
H -0.9560 -0.7065 1.8012
H 1.3143 0.1800 2.7524
H 2.2474 -1.0978 2.2230
H 2.6005 0.5237 1.5789
*
```

For the energy relative to the best compared isomer or geometry (same formula, charge and spin), the calculation gives 177.5 kJ/mol. The HOMO energy (alpha / beta) is -8.9 / -8.9 eV. The largest force on an atom comes out at 4.226 eV/Å. Its LUMO energy (alpha / beta) is -2.02 / -2.03 eV.


Number 2 is which compound? C31H30BrCaN3S


Which of these has the lowest largest force on an atom? C31H30BrCaN3S


Copy entry 1 word for word.
Density functional theory data (ωB97M-V with the def2-TZVPD basis set) for a 7-piece molecular cluster, C22H32Br10 overall in a non-equilibrium geometry.

Structure (ORCA input):
```
! RIJCOSX wB97M-V def2-TZVPD def2/J DEFGRID3
* xyz 1 2
Br 13.7623 -5.0202 21.7196
C 14.5681 -3.4256 20.8201
C 15.8648 -3.7281 20.0079
Br 16.3688 -2.1911 18.7768
H 14.7954 -2.7046 21.6054
H 13.7479 -3.0700 20.1965
H 15.6550 -4.5771 19.3573
H 16.8112 -3.9300 20.5096
Br 8.3640 -4.0570 19.4768
C 9.1990 -3.4337 21.1925
C 10.5477 -2.6856 20.8025
Br 11.5357 -2.1216 22.4309
H 9.3040 -4.2605 21.8950
H 8.5629 -2.6088 21.5134
H 10.5375 -1.8387 20.1164
H 11.2762 -3.3968 20.4132
Br 18.7846 -3.3408 22.3346
C 19.3848 -3.3483 24.1670
C 19.5415 -1.8344 24.5992
Br 20.4374 -2.1472 26.3435
H 20.3477 -3.8589 24.1601
H 18.7029 -3.8954 24.8181
H 18.6036 -1.2878 24.6969
H 20.3137 -1.4332 23.9427
Br 17.6383 -4.8151 15.6768
C 19.3224 -5.1062 16.6389
C 19.2924 -4.3463 17.9168
Br 20.8024 -4.8407 19.1756
H 20.1285 -4.6582 16.0579
H 19.5251 -6.1319 16.9471
H 18.3847 -4.7058 18.4016
H 19.1989 -3.2608 17.8831
Br 15.6063 -1.3949 23.8995
C 15.4326 -3.0393 24.9761
C 14.1426 -3.0323 25.7704
Br 13.8138 -4.6935 26.8688
H 16.2547 -2.9270 25.6830
H 15.3253 -3.8776 24.2877
H 13.2670 -2.7950 25.1661
H 14.2092 -2.2192 26.4933
C 11.8275 -5.2995 16.2884
C 13.0690 -5.5310 15.6947
C 14.0671 -4.5596 15.7568
C 13.7914 -3.4083 16.4721
C 12.5249 -3.1361 17.0996
C 11.6014 -4.1045 16.9386
H 11.0036 -5.9977 16.2768
H 13.1948 -6.5264 15.2950
H 15.0530 -4.8856 15.4596
H 14.6740 -2.8054 16.6268
H 12.2361 -2.2182 17.5899
H 10.5783 -3.9772 17.2600
C 19.3559 1.1037 22.4499
C 18.6467 0.4209 21.4403
C 19.2930 -0.2160 20.3886
C 20.6689 -0.2742 20.3177
C 21.3978 0.3702 21.3102
C 20.7285 1.0551 22.3912
H 18.8553 1.4893 23.3258
H 17.5702 0.4400 21.3562
H 18.7806 -0.6667 19.5516
H 21.1092 -0.9864 19.6357
H 22.4752 0.3117 21.3564
H 21.2513 1.4258 23.2605
*
```

The HOMO energy (alpha / beta) is -10.8 / -10.8 eV. The largest force on an atom comes out at 3.153 eV/Å. Its LUMO energy (alpha / beta) is -4.33 / -8.52 eV.


Which of these has the highest largest force on an atom? C6H9I2NO3